ORCA calculation (ωB97M-V with the def2-TZVPD basis set) on a structure of composition C29H50N6O2SbSi3Sr.

Positions of all 92 atoms, in Å:
Sr  1.751  0.148  -2.940
C  1.291  -2.261  -0.406
C  0.684  -3.006  -1.611
C  -0.572  -2.398  -2.192
C  -1.779  -3.078  -2.134
C  -2.908  -2.513  -2.710
C  -2.800  -1.284  -3.335
C  -1.561  -0.666  -3.353
N  -0.474  -1.204  -2.793
N  2.294  -1.204  -0.698
C  2.438  -0.340  0.499
C  2.292  1.157  0.296
C  2.586  1.984  1.376
C  2.388  3.345  1.257
C  1.906  3.852  0.057
C  1.656  2.968  -0.971
N  1.843  1.643  -0.859
C  3.625  -1.777  -1.007
C  3.767  -2.490  -2.338
C  4.299  -3.768  -2.387
C  4.483  -4.376  -3.622
C  4.121  -3.687  -4.766
C  3.585  -2.417  -4.627
N  3.410  -1.823  -3.445
H  1.745  -3.000  0.268
H  0.476  -1.784  0.140
H  0.440  -4.015  -1.278
H  1.416  -3.129  -2.409
H  -1.829  -4.043  -1.647
H  -3.857  -3.032  -2.672
H  -3.647  -0.805  -3.805
H  -1.423  0.289  -3.851
H  3.403  -0.522  0.983
H  1.680  -0.615  1.236
H  2.954  1.551  2.298
H  2.605  4.007  2.085
H  1.735  4.909  -0.088
H  1.311  3.324  -1.936
H  3.928  -2.468  -0.210
H  4.343  -0.952  -1.005
H  4.565  -4.276  -1.470
H  4.897  -5.373  -3.687
H  4.243  -4.115  -5.750
H  3.281  -1.852  -5.502
N  3.583  1.982  -3.914
N  2.779  3.009  -4.481
C  1.546  2.623  -5.120
O  1.112  3.395  -5.951
O  1.039  1.529  -4.689
H  4.154  2.406  -3.191
H  4.219  1.595  -4.608
H  3.286  3.662  -5.065
C  -2.486  2.145  4.927
Si  -0.873  1.582  4.160
C  0.270  3.067  4.050
C  -0.055  0.278  5.236
Sb  -1.139  0.575  1.818
Si  -3.056  2.039  0.976
C  -4.674  1.791  1.886
C  -3.293  1.597  -0.832
C  -2.486  3.818  1.128
Si  -2.440  -1.503  2.538
C  -3.527  -1.303  4.051
C  -3.515  -2.032  1.095
C  -1.150  -2.837  2.868
H  -2.304  2.453  5.961
H  -3.246  1.365  4.938
H  -2.891  3.008  4.395
H  0.269  3.606  5.001
H  -0.036  3.764  3.267
H  1.294  2.753  3.844
H  0.155  0.687  6.228
H  0.894  -0.047  4.802
H  -0.681  -0.606  5.367
H  -5.018  0.757  1.825
H  -5.445  2.424  1.437
H  -4.593  2.059  2.940
H  -3.573  0.547  -0.945
H  -2.373  1.761  -1.398
H  -4.081  2.209  -1.279
H  -2.356  4.109  2.172
H  -3.220  4.494  0.682
H  -1.533  3.969  0.615
H  -4.293  -0.541  3.903
H  -2.959  -1.043  4.945
H  -4.032  -2.254  4.244
H  -4.259  -1.272  0.847
H  -4.048  -2.958  1.329
H  -2.907  -2.202  0.205
H  -0.294  -2.448  3.422
H  -0.779  -3.256  1.928
H  -1.576  -3.658  3.450

Results
ΔE to the lowest compared entry with this formula, charge and spin   10.8 kcal/mol
Energy   -74928.189 eV
HOMO   -10.1213 eV
LUMO energy   -2.54 eV
M   808.40 Da
Net charge   +1


ORCA calculation (ωB97M-V with the def2-TZVPD basis set) on a cluster of 8 separate species, C29H50O17S in total.

Positions of all 97 atoms, in Å:
C  0.230  10.620  20.652
C  0.639  10.711  22.123
C  0.713  9.379  22.887
O  2.049  9.339  23.332
C  2.754  10.405  22.940
O  3.912  10.602  23.106
O  1.951  11.261  22.263
H  0.606  11.512  20.151
H  -0.855  10.703  20.589
H  0.625  9.719  20.186
H  -0.100  11.366  22.590
H  0.516  8.572  22.178
H  0.024  9.348  23.727
C  -0.783  2.114  24.778
C  0.510  2.777  25.184
C  1.755  1.904  25.327
O  2.726  2.519  24.481
C  2.173  3.559  23.807
O  2.730  4.153  22.938
O  0.916  3.787  24.222
H  -1.641  2.128  25.441
H  -0.633  1.096  24.403
H  -1.106  2.581  23.840
H  0.444  3.413  26.070
H  1.625  0.856  25.062
H  2.091  1.935  26.364
C  0.367  6.239  19.162
C  1.522  5.325  19.638
C  1.210  3.823  19.434
O  1.917  3.509  18.251
C  2.551  4.587  17.793
O  2.999  4.725  16.699
O  2.588  5.564  18.729
H  -0.045  5.950  18.187
H  0.813  7.217  18.980
H  -0.499  6.238  19.827
H  1.724  5.732  20.625
H  0.124  3.760  19.329
H  1.411  3.222  20.319
C  7.429  6.292  24.877
C  6.910  6.521  26.299
C  7.786  7.470  27.139
O  6.988  8.658  27.217
C  5.735  8.434  26.792
O  4.847  9.215  26.814
O  5.656  7.165  26.276
H  6.607  5.896  24.286
H  8.329  5.689  24.983
H  7.679  7.286  24.495
H  6.846  5.566  26.828
H  8.744  7.757  26.714
H  7.870  7.089  28.158
O  5.394  11.110  17.446
S  5.401  12.177  18.431
O  4.514  13.300  18.224
C  4.864  11.436  20.032
C  6.117  11.383  20.854
C  7.021  12.577  20.495
C  7.096  12.574  18.979
H  4.299  10.511  19.906
H  4.075  12.074  20.436
H  5.930  11.436  21.929
H  6.681  10.451  20.750
H  7.962  12.426  21.021
H  6.534  13.468  20.893
H  7.641  11.690  18.638
H  7.486  13.451  18.471
C  4.091  7.000  22.641
C  4.643  7.293  21.277
C  6.147  7.228  21.171
O  3.930  7.608  20.355
H  4.518  7.650  23.403
H  4.470  5.996  22.875
H  3.013  6.907  22.579
H  6.447  6.177  21.162
H  6.644  7.626  22.061
H  6.545  7.794  20.333
C  5.484  1.386  21.987
C  4.678  2.231  21.026
C  5.089  3.664  20.816
O  3.636  1.831  20.553
H  6.169  2.069  22.489
H  6.031  0.630  21.428
H  4.775  0.970  22.699
H  5.885  3.776  20.073
H  5.314  4.145  21.765
H  4.267  4.199  20.337
C  8.697  9.053  15.578
C  8.644  7.976  16.627
C  7.782  8.233  17.847
O  9.210  6.922  16.476
H  9.602  9.666  15.726
H  7.951  9.838  15.725
H  8.768  8.718  14.548
H  8.403  8.545  18.688
H  7.297  7.290  18.101
H  6.983  8.936  17.609

Results
ΔE to the lowest compared entry with this formula, charge and spin   0.0 kcal/mol
Energy   -76525.950 eV
HOMO   -9.2241 eV
SMILES   C[C@H]1COC(=O)O1.C[C@H]1COC(=O)O1.C[C@H]1COC(=O)O1.C[C@H]1COC(=O)O1.O=S1(=O)CCCC1.CC(C)=O.CC(C)=O.CC(C)=O
LUMO energy   0.12 eV
M   702.77 Da
Net charge   0


> Look up the M of the second one.

702.77 Da


> The highest LUMO energy belongs to which entry?

C29H50O17S


> The lowest LUMO energy belongs to which entry?

C29H50N6O2SbSi3Sr